Entry 1:
Formula: C3H3O3
Source: OMol25
Level of theory: the ωB97M-V functional and the def2-TZVPD basis

As for the net charge: +1. As for the molecular weight: 87.05 g mol⁻¹. The HOMO-LUMO gap is 0.33686 Ha. The calculation puts the LUMO energy at -5.87 eV. The value obtained for the energy above the lowest of the compared OMol25 structures with the same formula, charge and spin is 248.5 kJ/mol. The HOMO energy comes out at -15.0 eV. The total energy is -9290.3466 eV.

Last column: Löwdin charge in e.
Element x y z (Å)
1 C -1.72 2.75 0.95  -0.21
2 C -0.32 0.97 -0.13  0.17
3 C -0.24 -0.22 0.60  -0.17
4 O -2.37 3.08 1.83  0.40
5 O 0.43 -1.24 0.18  0.11
6 O -1.06 2.47 0.02  0.26
7 H 0.06 0.90 -1.05  0.07
8 H -0.69 -0.19 1.63  0.16
9 H 1.05 -1.30 -0.62  0.21


Entry 2:
Formula: C3H3O3
Source: OMol25
Level of theory: the ωB97M-V functional and the def2-TZVPD basis

As for the net charge: +1. As for the molecular weight: 87.05 g mol⁻¹. The HOMO-LUMO gap (alpha / beta) is 0.33022 / 0.33020 Ha. The calculation puts the LUMO energy (alpha / beta) at -6.05 / -6.05 eV. The value obtained for the energy above the lowest of the compared OMol25 structures with the same formula, charge and spin is 260.9 kJ/mol. The HOMO energy (alpha / beta) comes out at -15.0 / -15.0 eV. The total energy is -9290.2185 eV.

Last column: Löwdin charge in e.
Element x y z (Å)
1 C -0.18 -0.58 0.00  0.06
2 C -1.55 1.11 0.06  0.20
3 C 0.72 0.54 0.08  -0.43
4 O 0.10 1.61 0.05  0.22
5 O -1.40 -0.07 -0.06  0.18
6 O 2.00 0.45 -0.07  0.25
7 H 0.11 -1.65 -0.03  0.18
8 H -2.20 2.00 -0.02  0.21
9 H 2.09 -0.50 -0.17  0.15


Entry 3:
Formula: C3H3O3P
Source: OMol25
Level of theory: the ωB97M-V functional and the def2-TZVPD basis

As for the spin multiplicity: 3. As for the molecular weight: 118.03 g mol⁻¹. The HOMO-LUMO gap (alpha / beta) is 0.27078 / 0.25269 Ha. The calculation puts the LUMO energy (alpha / beta) at -0.02 / -2.74 eV. The value obtained for the energy above the lowest of the compared OMol25 structures with the same formula, charge and spin is 367.4 kJ/mol. The HOMO energy (alpha / beta) comes out at -7.4 / -9.6 eV. The total energy is -18584.8357 eV.

Last column: Mulliken spin population.
Element x y z (Å)
1 C 0.89 -1.16 0.37  -0.06
2 C -2.23 -0.32 -0.27  0.71
3 C 1.12 1.50 -0.23  -0.05
4 O 0.68 -2.35 0.46  0.12
5 O -2.78 0.59 0.28  0.25
6 O 1.89 1.42 0.69  0.13
7 P 0.66 -0.09 -1.07  0.86
8 H 1.31 -0.72 1.35  0.00
9 H -2.21 -1.21 -0.79  0.03
10 H 0.68 2.33 -0.80  0.00


Entry 4:
Formula: C3H3O3Sr
Source: OMol25
Level of theory: the ωB97M-V functional and the def2-TZVPD basis

As for the spin multiplicity: 2. As for the molecular weight: 174.67 g mol⁻¹. The HOMO-LUMO gap (alpha / beta) is 0.20323 / 0.31316 Ha. The calculation puts the LUMO energy (alpha / beta) at -0.25 / -0.47 eV. The value obtained for the energy above the lowest of the compared OMol25 structures with the same formula, charge and spin is 23.7 kJ/mol. The HOMO energy (alpha / beta) comes out at -5.8 / -9.0 eV. The total energy is -10136.7155 eV.

Last column: Mulliken spin population.
Element x y z (Å)
1 O 0.11 -0.23 0.46  -0.01
2 C -0.63 0.31 1.49  0.03
3 O 0.12 1.04 2.21  -0.05
4 C 0.29 -0.84 -1.79  0.00
5 H 1.22 -1.38 -1.61  0.00
6 H -0.07 -0.75 -2.82  0.00
7 C -0.35 -0.19 -0.83  0.01
8 O -1.81 0.06 1.62  0.00
9 Sr 2.35 1.52 2.24  1.02
10 H -1.22 0.45 -0.98  0.00


Entry 5:
Formula: C3H3O4
Source: OMol25
Level of theory: the ωB97M-V functional and the def2-TZVPD basis

As for the net charge: -1. As for the molecular weight: 103.05 g mol⁻¹. The HOMO-LUMO gap is 0.24376 Ha. The calculation puts the LUMO energy at 4.15 eV. The value obtained for the energy above the lowest of the compared OMol25 structures with the same formula, charge and spin is 364.2 kJ/mol. The HOMO energy comes out at -2.5 eV. The total energy is -11346.8781 eV.

Last column: Löwdin charge in e.
Element x y z (Å)
1 C -0.57 0.51 1.45  -0.24
2 C -0.72 -0.95 -0.97  -0.24
3 C -0.05 0.14 0.16  -0.51
4 O -0.89 0.50 -0.91  -0.10
5 O 1.32 0.25 -0.08  0.02
6 O 0.09 0.93 2.40  -0.05
7 O 0.22 -1.25 -1.96  -0.07
8 H -1.65 0.31 1.51  0.12
9 H 0.44 -0.40 -2.25  0.02
10 H 1.80 -0.04 0.65  0.05


Entry 6:
Formula: C3H3O4Pb
Source: OMol25
Level of theory: the ωB97M-V functional and the def2-TZVPD basis

As for the spin multiplicity: 2. As for the net charge: +2. As for the molecular weight: 310.25 g mol⁻¹. The HOMO-LUMO gap (alpha / beta) is 0.22095 / 0.35471 Ha. The calculation puts the LUMO energy (alpha / beta) at -10.98 / -10.98 eV. The value obtained for the energy above the lowest of the compared OMol25 structures with the same formula, charge and spin is 0.0 kJ/mol. The HOMO energy (alpha / beta) comes out at -17.0 / -20.6 eV. The total energy is -16575.6913 eV.

Last column: Mulliken spin population.
Element x y z (Å)
1 O -3.98 0.20 0.35  0.38
2 C -2.84 0.32 0.06  0.34
3 C -1.94 -0.80 -0.44  0.14
4 H -1.67 0.99 0.91  0.08
5 H -1.96 -1.58 0.34  -0.01
6 H -2.29 -1.20 -1.40  0.01
7 O -0.59 -0.37 -0.67  -0.01
8 C 0.15 0.27 0.19  0.01
9 O -0.43 1.01 1.09  0.07
10 O 1.33 0.52 -0.07  0.01
11 Pb 3.20 -0.20 -0.49  0.00


Entry 7:
Formula: C3H3O4S
Source: OMol25
Level of theory: the ωB97M-V functional and the def2-TZVPD basis

As for the net charge: -1. As for the molecular weight: 135.12 g mol⁻¹. The HOMO-LUMO gap is 0.22071 Ha. The calculation puts the LUMO energy at 3.42 eV. The value obtained for the energy above the lowest of the compared OMol25 structures with the same formula, charge and spin is 122.5 kJ/mol. Its SMILES is O=C(O)O/C([S-])=C\O. The HOMO energy comes out at -2.6 eV. The total energy is -22184.8642 eV.

Last column: Löwdin charge in e.
Element x y z (Å)
1 C 1.75 -0.33 -0.07  -0.26
2 C -1.61 0.45 0.17  -0.65
3 C 0.66 -1.01 0.34  -0.87
4 O -0.62 -0.13 0.91  -0.06
5 O 1.93 1.03 0.25  -0.07
6 O -1.44 0.48 -1.15  0.09
7 O -2.61 0.96 0.65  0.05
8 S 0.40 -2.57 0.18  0.49
9 H 2.63 -0.82 -0.30  0.07
10 H 1.11 1.13 0.74  0.05
11 H -2.20 0.82 -1.71  0.15


Entry 8:
Formula: C3H3O4S2
Source: OMol25
Level of theory: the ωB97M-V functional and the def2-TZVPD basis

As for the net charge: -1. As for the molecular weight: 167.19 g mol⁻¹. The HOMO-LUMO gap is 0.27031 Ha. The calculation puts the LUMO energy at 2.95 eV. The value obtained for the energy above the lowest of the compared OMol25 structures with the same formula, charge and spin is 0.0 kJ/mol. The HOMO energy comes out at -4.4 eV. The total energy is -33020.3040 eV.

Last column: Löwdin charge in e.
Element x y z (Å)
1 C -0.74 1.12 -0.52  -0.29
2 C 1.87 -1.40 0.10  -0.63
3 C -1.32 0.14 0.12  -0.60
4 O 2.93 -1.40 0.62  0.08
5 O 0.91 -2.08 -0.08  0.06
6 O 1.68 0.21 -0.68  -0.47
7 O 1.42 2.15 0.95  -0.53
8 S -2.94 -0.33 -0.27  0.75
9 S 1.13 1.61 -0.39  0.76
10 H -1.18 1.89 -1.08  0.03
11 H -0.91 -0.50 0.84  0.05
12 H -2.86 -1.42 0.37  -0.20